(1)
This record from OMol25 describes C18H20BrN4OOsS2 as an isolated structure. The level of theory is ωB97M-V/def2-TZVPD.

- Energy above the lowest of the compared OMol25 structures with the same formula, charge and spin: 12.00 kcal/mol
- Kohn-Sham gap (spin up / spin down): 6.3 / 6.3 eV
- Total charge: +1
- F_max: 0.17 eV/Å
- Multiplicity: 1

The geometry in XYZ format:
```
47
Properties=species:S:1:pos:R:3:lowdin_charge:R:1
Os 0.676 0.015 0.414 1.315
C 4.110 -1.451 3.984 -0.406
S 2.867 -0.288 4.589 0.924
C 2.006 0.172 3.163 -0.982
S 2.494 -0.481 1.560 0.693
N 1.025 0.996 3.321 -0.042
N 0.453 1.310 2.113 -0.206
C 0.055 2.508 1.906 -0.035
C -0.225 2.807 0.508 -0.217
C -0.734 4.011 0.066 0.019
C -0.858 4.237 -1.298 -0.001
C -0.453 3.257 -2.188 -0.003
C 0.049 2.068 -1.697 -0.053
N 0.159 1.835 -0.376 -0.058
H 4.646 -1.760 4.880 0.045
H 4.810 -0.973 3.305 0.037
H 3.653 -2.323 3.525 0.037
H 0.068 3.272 2.675 0.148
H -1.023 4.761 0.789 0.132
H -1.263 5.173 -1.658 0.129
H -0.524 3.396 -3.257 0.127
H 0.359 1.269 -2.354 0.105
Br -2.372 -1.019 -6.257 0.774
C -1.272 -1.079 -4.725 -0.692
C -1.847 -1.271 -3.477 -0.109
C -1.040 -1.289 -2.351 -0.047
C 0.343 -1.138 -2.461 -0.276
C 0.899 -0.960 -3.728 -0.049
C 0.099 -0.927 -4.860 -0.111
H -2.917 -1.406 -3.391 0.106
H -1.485 -1.443 -1.377 0.091
H 1.970 -0.829 -3.828 0.119
H 0.534 -0.782 -5.839 0.108
N 2.362 -1.677 -1.220 0.041
C 1.225 -1.099 -1.251 -0.463
H 2.543 -2.202 -2.081 0.055
C -1.270 -2.351 2.798 -0.030
C -1.550 -1.094 2.002 -0.483
C -2.976 -0.994 1.501 -0.038
O -0.685 -1.128 0.836 -0.352
H -1.886 -2.363 3.698 0.096
H -0.223 -2.392 3.100 0.079
H -1.499 -3.237 2.206 0.095
H -1.292 -0.214 2.595 0.112
H -3.222 -1.859 0.883 0.092
H -3.124 -0.088 0.912 0.081
H -3.664 -0.970 2.345 0.094
```



(2)
This record from OMol25 describes an isolated ion of composition C2H5F3P and charge +1 in a non-equilibrium geometry. The level of theory is ωB97M-V/def2-TZVPD.

- Energy above the lowest of the compared OMol25 structures with the same formula, charge and spin: 0.00 kcal/mol
- Kohn-Sham gap: 13.0 eV
- Total charge: +1
- F_max: 3.91 eV/Å
- Multiplicity: 1

The geometry in XYZ format:
```
11
Properties=species:S:1:pos:R:3:lowdin_charge:R:1
C 0.156 -0.606 0.137 -0.164
C -0.506 0.691 -0.053 -0.170
F -2.591 -0.460 1.383 -0.032
F -2.861 -0.985 -0.951 -0.006
F -3.539 1.124 -0.102 0.000
P -2.372 0.154 -0.040 0.824
H 0.257 -1.067 1.086 0.089
H 0.089 -1.462 -0.510 0.099
H 1.210 -0.328 0.012 0.115
H -0.192 1.209 -1.027 0.157
H -0.545 1.233 0.849 0.088
```